i:
C2H5N2 | ωB97M-V/def2-TZVPD

Geometry as XYZ:
```
9
Properties=species:S:1:pos:R:3
C -0.570 0.534 0.469
C 0.115 -0.729 0.451
N 0.561 1.056 -1.742
N 0.006 1.097 -0.726
H -1.697 0.693 0.144
H -0.497 1.075 1.396
H 0.911 -0.974 1.181
H -0.139 -1.394 -0.230
H 0.982 0.338 -2.397
```

As for the charge: +1. The calculation puts the HOMO-LUMO gap (spin up / spin down) at 8.06 / 9.11 eV. Its HOMO energy (spin up / spin down) is -14.63 / -15.17 eV.

Charges computed using Löwdin, reported in e: number 1, C, carries -0.18; number 2, C, carries 0.13; number 3, N, carries 0.27; number 4, N, carries 0.09; number 5, H, carries 0.21; number 6, H, carries 0.14; number 7, H, carries 0.12; number 8, H, carries 0.03; number 9, H, carries 0.19

ii:
C2H5N2 | ωB97M-V/def2-TZVPD

Geometry as XYZ:
```
9
Properties=species:S:1:pos:R:3
C -1.334 1.599 -0.472
N -0.522 0.782 -0.533
N 0.392 -0.072 -0.524
C 0.631 -0.923 0.626
H -2.079 2.349 -0.444
H 0.807 -0.328 -1.416
H 0.335 -0.404 1.537
H 0.074 -1.859 0.550
H 1.695 -1.144 0.677
```

As for the charge: +1. The calculation puts the HOMO-LUMO gap at 10.83 eV. Its HOMO energy is -15.49 eV. As for the SMILES: C#[N+]NC.

Charges computed using Löwdin, reported in e: number 1, C, carries 0.34; number 2, N, carries 0.04; number 3, N, carries -0.01; number 4, C, carries 0.00; number 5, H, carries 0.12; number 6, H, carries 0.19; number 7, H, carries 0.10; number 8, H, carries 0.10; number 9, H, carries 0.10

iii:
C2H5N2 | ωB97M-V/def2-TZVPD

Geometry as XYZ:
```
9
Properties=species:S:1:pos:R:3
C 0.810 -1.741 -1.042
C -0.468 1.004 0.888
N -0.772 -0.155 0.377
N 0.886 -0.849 -0.222
H -0.065 -2.494 -1.196
H 1.600 -1.916 -1.806
H -1.228 1.748 0.946
H 0.521 1.398 0.882
H -0.350 0.735 1.983
```

As for the charge: +1. The calculation puts the HOMO-LUMO gap (spin up / spin down) at 7.48 / 8.01 eV. Its HOMO energy (spin up / spin down) is -15.92 / -15.81 eV.

Charges computed using Löwdin, reported in e: number 1, C, carries -0.02; number 2, C, carries -0.14; number 3, N, carries 0.27; number 4, N, carries 0.13; number 5, H, carries 0.16; number 6, H, carries 0.14; number 7, H, carries 0.12; number 8, H, carries 0.12; number 9, H, carries 0.22

Most stable pick: ii. Distance to second place: 72.1 kcal/mol.

i:
H8O4 | ωB97M-V/def2-TZVPD

Geometry as XYZ:
```
12
Properties=species:S:1:pos:R:3
O -0.412 1.555 -1.376
H 0.183 0.843 -1.118
H -0.421 2.142 -0.612
O -2.466 0.628 -1.606
H -2.573 1.543 -1.887
H -1.863 0.252 -2.257
O 0.150 -1.866 1.531
H -0.638 -1.585 1.052
H 0.026 -1.508 2.417
O 2.518 -1.030 1.330
H 2.579 -0.326 1.986
H 2.915 -0.649 0.539
```

As for the charge: 0. The calculation puts the HOMO-LUMO gap at 10.35 eV. Its HOMO energy is -9.95 eV. As for the SMILES: O.O.O.O.

Charges computed using Löwdin, reported in e: number 1, O, carries -0.07; number 2, H, carries 0.05; number 3, H, carries 0.06; number 4, O, carries -0.10; number 5, H, carries 0.03; number 6, H, carries 0.03; number 7, O, carries -0.07; number 8, H, carries 0.03; number 9, H, carries 0.04; number 10, O, carries -0.07; number 11, H, carries 0.04; number 12, H, carries 0.03

ii:
H8O4 | ωB97M-V/def2-TZVPD

Geometry as XYZ:
```
12
Properties=species:S:1:pos:R:3
O -13.644 -25.328 -20.684
H -13.353 -25.838 -21.440
H -13.456 -25.888 -19.931
O -15.123 -24.128 -22.775
H -16.001 -23.790 -22.599
H -14.897 -24.630 -21.992
O -14.125 -21.928 -25.150
H -14.826 -22.223 -24.569
H -14.486 -22.027 -26.031
O -13.701 -25.303 -24.804
H -14.223 -24.802 -24.177
H -13.897 -26.218 -24.601
```

As for the charge: 0. The calculation puts the HOMO-LUMO gap at 11.18 eV. Its HOMO energy is -10.81 eV. As for the SMILES: O.O.O.O.

Charges computed using Löwdin, reported in e: number 1, O, carries -0.03; number 2, H, carries 0.05; number 3, H, carries 0.05; number 4, O, carries -0.04; number 5, H, carries 0.06; number 6, H, carries 0.01; number 7, O, carries -0.05; number 8, H, carries 0.01; number 9, H, carries 0.03; number 10, O, carries -0.07; number 11, H, carries -0.04; number 12, H, carries 0.02

iii:
H8O4 | ωB97M-V/def2-TZVPD

Geometry as XYZ:
```
12
Properties=species:S:1:pos:R:3
O -1.216 0.816 -0.545
H -0.329 1.259 -0.349
H -1.804 1.532 -0.614
O 0.731 -1.048 -0.994
H -0.024 -0.830 -1.606
H 0.212 -1.718 -0.393
O 1.132 0.853 0.605
H 1.246 0.161 -0.068
H 2.096 1.059 0.871
O -0.830 -1.062 1.106
H -0.054 -0.624 1.542
H -1.160 -0.397 0.444
```

As for the charge: 0. The calculation puts the HOMO-LUMO gap at 10.98 eV. Its HOMO energy is -10.38 eV. As for the SMILES: O.O.O.O.

Charges computed using Löwdin, reported in e: number 1, O, carries -0.05; number 2, H, carries 0.07; number 3, H, carries 0.05; number 4, O, carries -0.12; number 5, H, carries 0.08; number 6, H, carries 0.10; number 7, O, carries -0.12; number 8, H, carries -0.02; number 9, H, carries 0.12; number 10, O, carries -0.13; number 11, H, carries 0.05; number 12, H, carries -0.02

Most stable pick: ii. Distance to second place: 2.4 kcal/mol.

i:
H8O4 | ωB97M-V/def2-TZVPD

Geometry as XYZ:
```
12
Properties=species:S:1:pos:R:3
O -0.401 -1.024 -1.028
H 0.402 -0.837 -0.541
H -0.196 -1.809 -1.536
O 1.648 0.453 0.154
H 1.737 1.380 0.374
H 1.773 0.418 -0.794
O -2.662 0.643 -0.998
H -3.063 0.739 -1.862
H -1.994 -0.031 -1.116
O 1.135 -0.171 2.710
H 0.279 0.235 2.845
H 1.341 0.004 1.792
```

As for the charge: 0. The calculation puts the HOMO-LUMO gap at 11.08 eV. Its HOMO energy is -10.87 eV. As for the SMILES: O.O.O.O.

Charges computed using Löwdin, reported in e: number 1, O, carries -0.03; number 2, H, carries 0.01; number 3, H, carries 0.06; number 4, O, carries -0.04; number 5, H, carries 0.08; number 6, H, carries 0.07; number 7, O, carries -0.07; number 8, H, carries 0.02; number 9, H, carries -0.03; number 10, O, carries -0.06; number 11, H, carries 0.03; number 12, H, carries -0.04

ii:
H8O4 | ωB97M-V/def2-TZVPD

Geometry as XYZ:
```
12
Properties=species:S:1:pos:R:3
O 0.337 0.978 -2.494
H 0.681 1.050 -1.603
H -0.614 1.010 -2.387
O 0.586 -1.526 1.550
H 0.001 -2.271 1.418
H 1.124 -1.500 0.759
O 0.507 0.735 -0.071
H 1.265 0.384 0.395
H 0.649 1.682 -0.081
O -1.854 -0.034 0.956
H -1.164 0.413 0.467
H -1.517 -0.920 1.092
```

As for the charge: 0. The calculation puts the HOMO-LUMO gap at 10.89 eV. Its HOMO energy is -10.80 eV. As for the SMILES: O.O.O.O.

Charges computed using Löwdin, reported in e: number 1, O, carries -0.07; number 2, H, carries -0.06; number 3, H, carries 0.03; number 4, O, carries -0.04; number 5, H, carries 0.05; number 6, H, carries 0.04; number 7, O, carries -0.04; number 8, H, carries 0.07; number 9, H, carries 0.09; number 10, O, carries -0.06; number 11, H, carries -0.02; number 12, H, carries 0.00

Most stable pick: i. Distance to second place: 16.3 kcal/mol.

i:
H8O4 | ωB97M-V/def2-TZVPD

Geometry as XYZ:
```
12
Properties=species:S:1:pos:R:3
O -1.450 0.943 0.370
H -0.601 0.792 0.731
H -1.206 1.087 -0.591
O -0.395 -1.638 1.483
H -0.656 -1.834 0.584
H -0.020 -2.432 1.852
O -0.005 1.486 -1.857
H 0.694 1.037 -1.351
H -0.612 0.951 -2.361
O 1.258 0.047 0.087
H 2.154 0.082 0.365
H 0.836 -0.526 0.682
```

As for the charge: 0. The calculation puts the HOMO-LUMO gap at 10.78 eV. Its HOMO energy is -10.45 eV. As for the SMILES: O.O.O.O.

Charges computed using Löwdin, reported in e: number 1, O, carries -0.07; number 2, H, carries -0.04; number 3, H, carries 0.01; number 4, O, carries -0.03; number 5, H, carries 0.06; number 6, H, carries 0.05; number 7, O, carries -0.06; number 8, H, carries 0.02; number 9, H, carries 0.05; number 10, O, carries -0.02; number 11, H, carries 0.06; number 12, H, carries -0.03

ii:
H8O4 | ωB97M-V/def2-TZVPD

Geometry as XYZ:
```
12
Properties=species:S:1:pos:R:3
O -0.729 -2.908 -4.165
H -1.649 -3.073 -4.365
H -0.727 -2.923 -3.208
O -0.899 -2.496 4.047
H -1.624 -2.762 3.488
H -1.272 -2.398 4.923
O 1.771 -0.248 -4.173
H 1.585 -1.134 -4.536
H 1.604 0.527 -4.729
O 0.233 5.672 4.141
H 0.727 5.760 4.971
H 0.979 5.982 3.607
```

As for the charge: 0. The calculation puts the HOMO-LUMO gap at 12.04 eV. Its HOMO energy is -11.16 eV. As for the SMILES: O.O.O.O.

Charges computed using Löwdin, reported in e: number 1, O, carries -0.05; number 2, H, carries 0.03; number 3, H, carries 0.03; number 4, O, carries -0.05; number 5, H, carries 0.02; number 6, H, carries 0.03; number 7, O, carries -0.08; number 8, H, carries 0.03; number 9, H, carries 0.04; number 10, O, carries -0.07; number 11, H, carries 0.04; number 12, H, carries 0.03

Most stable pick: i. Distance to second place: 7.7 kcal/mol.